Run P
# C3H5N2

An isolated ion of composition C3H5N2 and charge +1 (the ωB97M-V functional and the def2-TZVPD basis, the Open Molecules 2025 dataset).

XYZ file:
```
10
Properties=species:S:1:pos:R:3
C -1.140 -1.021 0.019
N -1.683 0.123 -0.043
N -0.770 1.059 0.016
C 0.580 0.556 -0.012
C 0.328 -1.159 -0.056
H -1.150 1.913 0.245
H 1.198 0.808 0.930
H 1.323 1.013 -0.781
H 0.636 -1.797 0.761
H 0.678 -1.495 -1.078
```

Summary:
HOMO (spin up / spin down): -15.620 / -15.719 eV
SMILES string: C1#[N+]NCC1
net charge: +1
lowest unoccupied orbital energy (spin up / spin down): -8.15 / -6.90 eV



Run Q
# C3H5N2

An isolated ion of composition C3H5N2 and charge +1 (the ωB97M-V functional and the def2-TZVPD basis, the Open Molecules 2025 dataset).

XYZ file:
```
10
Properties=species:S:1:pos:R:3
C -1.234 0.337 0.013
C -0.612 -1.015 0.034
N 0.753 -0.887 0.102
C 1.103 0.403 -0.038
N -0.087 1.151 -0.101
H -2.317 0.543 0.014
H -1.254 -1.903 0.104
H 1.369 -1.705 0.166
H 2.143 0.785 -0.022
H -0.148 2.089 -0.324
```

Summary:
HOMO: -14.503 eV
SMILES string: c1c[nH+]c[nH]1
net charge: +1
lowest unoccupied orbital energy: -3.92 eV



Run R
# C3H5N2

C3H5N2 as an isolated structure (the ωB97M-V functional and the def2-TZVPD basis, the Open Molecules 2025 dataset).

XYZ file:
```
10
Properties=species:S:1:pos:R:3
C -0.159 -0.246 1.627
C 0.025 0.630 0.374
C -1.028 -0.220 -0.205
N -1.080 -0.969 1.162
N 0.265 -0.488 -0.711
H 0.233 -0.308 2.607
H 0.300 1.788 0.037
H -1.987 0.001 -0.842
H 0.379 0.015 -1.706
H 0.961 -1.269 -0.548
```

Summary:
HOMO: -15.578 eV
net charge: +1
lowest unoccupied orbital energy: -4.43 eV



Run S
# C3H5N2

An isolated ion of composition C3H5N2 and charge +1 (the ωB97M-V functional and the def2-TZVPD basis, the Open Molecules 2025 dataset).

XYZ file:
```
10
Properties=species:S:1:pos:R:3
C 1.323 0.434 0.469
C 0.015 1.088 0.165
C -0.228 -1.064 -0.036
N 0.999 -0.839 0.272
N -0.916 0.056 -0.250
H -0.427 1.870 0.890
H 0.249 1.782 -0.639
H -0.750 -2.031 -0.572
H 1.621 -1.134 -0.239
H -1.885 -0.164 -0.060
```

Summary:
HOMO: -14.748 eV
net charge: +1
lowest unoccupied orbital energy: -6.11 eV



Q: What are the energies relative to the best structure? A: run P 129.3; run Q 0.0; run R 97.6; run S 112.6, in kcal/mol.



Run P
# C3H5N2

A 2-piece molecular cluster, C3H5N2 overall (the ωB97M-V functional and the def2-TZVPD basis, the Open Molecules 2025 dataset).

XYZ file:
```
10
Properties=species:S:1:pos:R:3
C -0.616 -0.998 0.123
C 0.125 -0.092 -0.546
C 0.585 1.028 0.187
N 3.530 -0.526 -0.179
N 2.864 0.263 0.151
H -0.952 -1.871 -0.490
H -0.991 -0.928 1.136
H 0.346 -0.446 -1.594
H 1.217 1.848 -0.129
H 0.214 0.977 1.258
```

Summary:
HOMO: -17.469 eV
net charge: +1
lowest unoccupied orbital energy: -7.57 eV



Run Q
# C3H5N2

A 2-piece molecular cluster, C3H5N2 overall (the ωB97M-V functional and the def2-TZVPD basis, the Open Molecules 2025 dataset).

XYZ file:
```
10
Properties=species:S:1:pos:R:3
C -1.334 0.141 -1.365
C -1.780 1.138 -0.806
C 1.015 -0.254 1.151
N 1.257 -0.713 0.022
N 0.816 0.152 2.246
H -1.026 -0.839 -1.693
H 2.067 -1.420 -0.271
H 0.814 -0.453 -0.866
H 0.475 0.144 3.210
H -2.352 1.957 -0.494
```

Summary:
HOMO: -14.650 eV
net charge: +1
lowest unoccupied orbital energy: -4.80 eV



Q: What are the energies relative to the best structure? A: run P 0.0; run Q 32.4, in kcal/mol.



Run P
# C5H30N2O10

A 10-piece molecular cluster, C5H30N2O10 overall (the ωB97M-V functional and the def2-TZVPD basis, the Open Molecules 2025 dataset).

XYZ file:
```
47
Properties=species:S:1:pos:R:3
C 2.538 -2.236 0.864
N 1.591 -1.287 0.279
C 1.565 0.209 0.670
C 0.924 0.601 2.055
O 0.030 -0.049 2.624
C 0.542 0.958 -0.255
C -0.860 0.469 -0.137
N -1.040 -0.769 -1.047
H 3.478 -2.260 0.384
H 1.985 -3.313 0.739
H 2.577 -2.254 1.944
H 0.597 -1.605 0.447
H 2.616 0.315 0.532
H 1.131 1.597 2.306
H 0.525 2.075 0.113
H 0.912 1.129 -1.302
H -1.658 1.062 -0.249
H -1.236 0.234 0.775
H -0.231 -0.913 -1.517
H -1.228 -1.697 -0.569
O -0.107 1.465 -3.199
H -0.275 1.360 -2.151
H -0.243 0.558 -3.396
O -2.398 -2.744 -2.374
H -2.483 -1.905 -2.655
H -1.449 -3.092 -2.605
O 3.681 2.629 0.755
H 4.323 2.562 0.144
H 4.082 2.610 1.617
O -4.116 -2.298 -0.359
H -3.785 -3.055 -0.807
H -3.956 -1.525 -0.914
O -3.462 1.178 1.868
H -4.414 1.254 1.713
H -3.165 1.649 1.073
O -1.497 -2.669 0.996
H -1.467 -2.186 1.810
H -2.415 -2.494 0.656
O -3.581 2.169 -0.967
H -3.106 2.045 -1.753
H -4.132 2.968 -1.140
O 3.383 3.108 -2.285
H 3.599 2.232 -2.548
H 2.346 2.930 -2.165
O 3.564 -0.352 2.947
H 3.116 -1.008 3.544
H 3.199 0.342 3.539
```

Summary:
HOMO: -8.617 eV
SMILES string: CN[C@H](C=O)CCN.O.O.O.O.O.O.O.O.O
lowest unoccupied orbital energy: 0.17 eV



Run Q
# C5H30N2O10

A 10-piece molecular cluster, C5H30N2O10 overall (the ωB97M-V functional and the def2-TZVPD basis, the Open Molecules 2025 dataset).

XYZ file:
```
47
Properties=species:S:1:pos:R:3
C 2.159 -1.233 0.586
C 2.384 -0.187 -0.491
N 1.083 0.194 -1.096
C 0.358 1.189 -0.237
C 0.298 -0.617 -1.816
O -0.923 -0.440 -1.943
C 0.930 -1.921 -2.289
N 0.048 -2.564 -3.332
H 1.107 -1.426 0.801
H 2.516 -2.173 0.106
H 2.814 -0.985 1.409
H 2.827 0.782 -0.203
H 2.983 -0.511 -1.361
H 0.498 0.901 0.796
H 0.898 2.098 -0.471
H -0.717 1.377 -0.384
H 1.954 -1.834 -2.616
H 0.951 -2.739 -1.517
H 0.236 -2.004 -4.177
H -0.927 -2.403 -3.142
O 0.322 3.477 1.320
H 0.617 4.271 1.778
H -0.649 3.442 1.326
O -0.952 1.769 -4.397
H -0.501 1.086 -3.836
H -1.848 1.413 -4.432
O -0.113 -1.531 2.692
H -0.875 -2.042 2.357
H -0.528 -0.694 2.930
O 2.392 0.640 3.763
H 1.857 1.268 4.250
H 1.997 -0.071 3.228
O -2.715 2.993 1.666
H -2.841 3.688 1.000
H -2.953 2.171 1.205
O -2.570 -2.608 2.032
H -2.600 -2.594 1.056
H -2.470 -3.567 2.138
O 3.232 3.165 0.811
H 3.763 2.806 1.526
H 2.298 2.949 0.853
O -2.694 0.072 1.007
H -2.462 -0.406 0.211
H -3.445 -0.277 1.494
O -2.796 -2.379 -1.211
H -2.293 -1.573 -1.438
H -2.647 -2.974 -1.951
```

Summary:
HOMO: -9.887 eV
SMILES string: CCN(C)C(=O)CN.O.O.O.O.O.O.O.O.O
lowest unoccupied orbital energy: 0.16 eV



Q: What are the energies relative to the best structure? A: run P 107.2; run Q 0.0, in kcal/mol.



Run P
# C3H7N5

One molecule with the formula C3H7N5 (the ωB97M-V functional and the def2-TZVPD basis, the Open Molecules 2025 dataset).

XYZ file:
```
15
Properties=species:S:1:pos:R:3
N -1.745 -1.639 1.037
N -1.090 -0.482 1.437
C -0.446 0.204 0.591
C 0.140 1.570 0.857
C 0.913 1.889 -0.168
N 0.779 0.913 -1.211
N -0.152 -0.069 -0.797
N 0.430 -1.354 -0.942
H -1.188 -2.075 0.343
H -1.812 -2.269 1.883
H 0.104 2.067 1.832
H 1.640 2.716 -0.391
H 0.433 1.354 -2.054
H 0.665 -1.527 -1.961
H 1.327 -1.299 -0.458
```

Summary:
HOMO: -7.738 eV
SMILES string: N/N=c1/cc[nH]n1N
lowest unoccupied orbital energy: 0.97 eV



Run Q
# C3H7N5

One molecule with the formula C3H7N5 (the ωB97M-V functional and the def2-TZVPD basis, the Open Molecules 2025 dataset).

XYZ file:
```
15
Properties=species:S:1:pos:R:3
C -2.240 -0.008 0.001
N -1.047 0.737 0.004
C 0.021 0.080 -0.021
N 0.296 -1.281 -0.015
C 1.640 -1.446 -0.008
N 2.297 -0.332 0.018
N 1.286 0.598 0.003
N 1.607 1.925 -0.008
H -2.280 -0.700 -0.870
H -3.073 0.707 -0.052
H -2.368 -0.590 0.957
H -0.414 -1.983 0.017
H 2.103 -2.411 0.013
H 1.074 2.313 -0.798
H 1.098 2.391 0.761
```

Summary:
HOMO: -7.904 eV
SMILES string: C/N=c1\[nH]cnn1N
lowest unoccupied orbital energy: 0.77 eV



Run R
# C3H7N5

A 2-piece molecular cluster, C3H7N5 overall (the ωB97M-V functional and the def2-TZVPD basis, the Open Molecules 2025 dataset).

XYZ file:
```
15
Properties=species:S:1:pos:R:3
C -0.063 -0.415 -0.665
C -0.211 1.020 -1.357
C 0.859 0.018 0.630
H 0.000 -2.333 1.066
H -2.468 -2.284 0.518
H 0.621 1.376 -2.084
H -1.122 0.942 -1.915
H -1.116 1.969 0.420
H 1.736 1.859 0.659
H 1.594 -1.634 1.178
N -1.247 -2.164 0.280
N -1.202 -1.105 -0.620
N -0.096 1.984 -0.115
N 0.901 1.333 0.689
N 1.814 -0.565 1.316
```

Summary:
HOMO: -8.831 eV
lowest unoccupied orbital energy: -0.39 eV



Run S
# C3H7N5

One molecule with the formula C3H7N5 (the ωB97M-V functional and the def2-TZVPD basis, the Open Molecules 2025 dataset).

XYZ file:
```
15
Properties=species:S:1:pos:R:3
H 3.038 -0.989 0.491
N 2.141 -1.311 0.751
C 1.440 -1.177 -0.302
N 0.065 -1.480 -0.216
C -0.866 -0.614 0.028
N -2.123 -1.050 -0.035
N -0.821 0.644 0.616
C -0.008 1.687 0.187
N 1.104 1.565 -0.445
H 1.416 2.548 -0.591
H 1.810 -0.872 -1.263
H -2.268 -2.057 -0.226
H -2.876 -0.475 -0.494
H -1.677 0.922 1.060
H -0.375 2.660 0.438
```

Summary:
HOMO: -8.875 eV
SMILES string: [H]/N=C/N=C(/N)N/C=N/[H]
lowest unoccupied orbital energy: 0.55 eV



Q: What are the energies relative to the best structure? A: run P 50.3; run Q 14.0; run R 149.6; run S 0.0, in kcal/mol.



Run P
# C3H7N5

One molecule with the formula C3H7N5 (the ωB97M-V functional and the def2-TZVPD basis, the Open Molecules 2025 dataset).

XYZ file:
```
15
Properties=species:S:1:pos:R:3
H 2.444 -1.853 0.685
N 1.478 -1.316 0.862
C 0.976 -1.156 -0.339
N -0.446 -1.074 -0.436
C -1.126 -0.150 0.009
N -2.524 -0.174 -0.025
N -0.551 1.020 0.534
C 0.768 1.396 0.224
N 1.381 1.181 -0.850
H 2.397 1.616 -0.718
H 1.652 -1.237 -1.256
H -2.886 -0.970 -0.606
H -2.997 0.695 -0.272
H -0.960 1.677 1.207
H 1.275 2.067 1.003
```

Summary:
HOMO: -9.122 eV
SMILES string: [H]/N=C/N=C(/N)N/C=N/[H]
lowest unoccupied orbital energy: 0.75 eV



Run Q
# C3H7N5

One molecule with the formula C3H7N5 (the ωB97M-V functional and the def2-TZVPD basis, the Open Molecules 2025 dataset).

XYZ file:
```
15
Properties=species:S:1:pos:R:3
C -2.242 -0.305 -0.090
N -1.181 -1.409 0.182
C 0.039 -0.883 -0.026
C 1.231 -1.587 0.204
N 2.346 -0.874 -0.002
N 1.846 0.370 -0.048
N 0.473 0.467 -0.276
N -0.069 1.598 0.375
H -2.004 0.318 -0.913
H -2.438 0.420 0.688
H -3.169 -0.636 -0.422
H 1.532 -2.561 0.288
H 2.397 1.183 -0.706
H 0.419 2.135 -0.387
H 0.822 1.764 1.132
```

Summary:
HOMO: -8.219 eV
SMILES string: C/N=c1/cn[nH]n1N
lowest unoccupied orbital energy: 0.07 eV



Q: What are the energies relative to the best structure? A: run P 0.0; run Q 94.1, in kcal/mol.



Run P
# C3H7N5

One molecule with the formula C3H7N5 (the ωB97M-V functional and the def2-TZVPD basis, the Open Molecules 2025 dataset).

XYZ file:
```
15
Properties=species:S:1:pos:R:3
N 1.723 -2.374 1.519
C 1.470 -1.306 0.700
C 0.423 -0.392 1.142
C -0.386 0.444 0.046
N -1.646 0.163 -0.329
N -1.789 1.046 -1.412
N -0.815 1.769 -1.601
N 0.031 1.402 -0.793
H 2.156 -2.135 2.303
H 0.661 -3.070 1.609
H 1.482 -1.534 -0.197
H 2.486 -0.601 0.593
H -0.210 -1.176 1.485
H 0.990 0.397 1.854
H 0.873 1.601 -0.659
```

Summary:
HOMO: -9.906 eV
SMILES string: NCCc1nnn[nH]1
lowest unoccupied orbital energy: 0.53 eV



Run Q
# C3H7N5

One molecule with the formula C3H7N5 (the ωB97M-V functional and the def2-TZVPD basis, the Open Molecules 2025 dataset).

XYZ file:
```
15
Properties=species:S:1:pos:R:3
H 2.699 1.404 0.410
N 1.754 1.914 0.114
C 0.913 1.002 -0.251
N -0.569 1.220 -0.293
C -1.215 0.084 -0.038
N -2.599 0.234 0.238
C -0.323 -0.867 -0.211
N 1.021 -0.326 -0.390
N 2.018 -1.106 0.209
H -0.611 1.970 0.375
H -3.008 -0.622 0.623
H -3.100 0.344 -0.766
H -0.577 -1.935 -0.487
H 2.183 -1.816 -0.525
H 1.416 -1.499 0.995
```

Summary:
HOMO: -7.907 eV
SMILES string: [H]/N=c1/[nH]c(N)cn1N
lowest unoccupied orbital energy: 0.68 eV



Q: What are the energies relative to the best structure? A: run P 73.0; run Q 0.0, in kcal/mol.